Record 1
Here is one molecule with the formula CH3PS from the Open Molecules 2025 dataset. Energies are from the ωB97M-V functional and the def2-TZVPD basis.

Cartesian coordinates (Å):
P 0.89253 0.69096 0.05321
C -0.58768 -0.26725 0.43103
S -2.06761 0.00316 -0.17225
H 0.55419 1.00138 -1.25745
H 1.67427 -0.41473 -0.26916
H -0.46571 -1.01352 1.21462

**Lowest unoccupied orbital energy**: -0.52 eV
**Orbital gap**: 8.2 eV
**Largest force on an atom**: 0.782 eV/A
**Relative energy (zero: lowest compared OMol25 entry of this formula, charge and spin)**: 17.36 kcal/mol

Record 2
Here is C36H54CoN5O2P2 as an isolated structure in a non-equilibrium geometry from the Open Molecules 2025 dataset. Energies are from the ωB97M-V functional and the def2-TZVPD basis.

Cartesian coordinates (Å):
C 2.67315 0.38981 -0.07711
C 1.40850 2.34675 0.31443
C 3.85915 1.09373 0.12181
C 2.60786 3.12191 0.14439
C 3.84515 2.48629 0.14196
H 4.75497 0.49487 0.22127
H 2.49799 4.20367 0.02943
H 4.78701 3.03888 0.22781
N 1.47935 0.98094 0.04648
P 1.28721 -1.87186 -1.16636
P -1.15570 1.65006 1.06237
C 2.74983 -1.12335 -0.32398
H 3.65440 -1.30731 -0.92334
H 2.86408 -1.60015 0.66541
C -1.32973 -1.43468 0.05347
O -2.19161 -2.23187 0.09557
C 0.18161 2.87487 0.78855
H 0.01976 3.93251 0.58530
C -2.98850 2.07111 0.29529
C -1.01441 2.21390 2.92305
C 1.78766 -1.71992 -3.01109
C 1.37448 -3.71381 -0.64057
C -3.55833 0.98216 -0.62072
H -3.63810 0.00643 -0.13254
H -4.58318 1.27084 -0.90363
H -2.98874 0.86097 -1.54438
C -3.98398 2.18474 1.45237
H -4.05219 1.23770 2.00580
H -3.74999 2.99219 2.15207
H -4.98869 2.37857 1.04408
C -2.88176 3.35511 -0.51746
H -3.86309 3.61029 -0.94296
H -2.56838 4.21556 0.07576
H -2.18588 3.24541 -1.35646
C -1.98050 1.36999 3.76249
H -2.11054 0.36512 3.33256
H -1.55184 1.25493 4.76881
H -2.96691 1.84204 3.86965
C 0.43865 1.94788 3.38189
H 0.74858 0.92865 3.09390
H 1.15668 2.66056 2.95231
H 0.50810 2.02047 4.47833
C -1.35928 3.73080 2.91782
H -1.42730 4.18014 1.91157
H -2.31157 3.94363 3.42282
H -0.55529 4.26045 3.44792
C 0.28901 -4.47073 -1.42070
H 0.15971 -5.46660 -0.97126
H -0.67886 -3.95246 -1.35776
H 0.55795 -4.62203 -2.47360
C 1.02646 -3.77337 0.85195
H 1.80967 -3.32636 1.47672
H 0.07940 -3.26139 1.05742
H 0.91466 -4.82510 1.15788
C 2.74377 -4.39124 -0.82067
H 2.72461 -5.34698 -0.27304
H 2.97135 -4.64643 -1.86039
H 3.56960 -3.79566 -0.40814
C 2.29691 -0.29920 -3.32495
H 2.67302 -0.28573 -4.35989
H 1.50889 0.45097 -3.27128
H 3.11724 0.00769 -2.66130
C 0.52285 -2.08045 -3.80589
H -0.32863 -1.45261 -3.53241
H 0.71101 -1.91724 -4.87525
H 0.21337 -3.11979 -3.64502
C 2.92414 -2.66060 -3.43105
H 3.81212 -2.55763 -2.79318
H 2.61649 -3.71063 -3.49066
H 3.22421 -2.36377 -4.44766
Co -0.21358 -0.15617 -0.28879
N -0.75182 0.27906 -2.45335
C -0.93349 0.74845 -3.55088
C -0.90705 2.07233 -4.14437
C -1.64950 2.29117 -5.31527
C -0.35544 3.20068 -3.47314
C -1.44463 3.47141 -6.05314
H -2.37887 1.53717 -5.62685
C -0.21254 4.41955 -4.15604
H -0.03317 3.10917 -2.43075
C -0.67902 4.51825 -5.48123
H -1.81346 3.58504 -7.08384
H 0.28695 5.25680 -3.64458
H -0.45369 5.43070 -6.04119
C 1.90040 -2.51994 5.02701
N 0.58907 -2.44494 4.38757
C -0.42922 -3.16803 4.91237
C -1.67391 -3.06517 4.37569
C -1.82699 -2.17903 3.28439
N -0.81843 -1.56203 2.68142
C 0.42185 -1.66947 3.23440
O 1.43367 -1.09740 2.75465
N -3.09801 -1.86324 2.86291
H 1.81707 -2.19926 6.07403
H 2.58677 -1.86919 4.48594
H 2.26627 -3.55538 5.01134
H -0.17551 -3.78124 5.77744
H -2.54480 -3.57161 4.77840
H -3.84618 -2.39633 3.28472
H -3.22035 -1.69503 1.86509

**Multiplicity**: 4
**Lowest unoccupied orbital energy (spin up / spin down)**: -2.58 / -3.71 eV
**Net charge**: +1
**Orbital gap (spin up / spin down)**: 6.3 / 6.8 eV
**Largest force on an atom**: 7.118 eV/A
**Relative energy (zero: lowest compared OMol25 entry of this formula, charge and spin)**: 1.31 kcal/mol